{
  "formula": "C31H92N4O19",
  "method": "ωB97M-V/def2-TZVPD",
  "species": ["C", "O", "H", "H", "H", "H", "C", "O", "H", "H", "H", "H", "C", "O", "H", "H", "H", "H", "C", "C", "C", "O", "C", "N", "H", "H", "H", "H", "H", "H", "H", "H", "H", "H", "H", "C", "C", "C", "O", "C", "N", "H", "H", "H", "H", "H", "H", "H", "H", "H", "H", "H", "C", "C", "C", "O", "C", "N", "H", "H", "H", "H", "H", "H", "H", "H", "H", "H", "H", "C", "C", "C", "O", "C", "N", "H", "H", "H", "H", "H", "H", "H", "H", "H", "H", "H", "C", "C", "O", "O", "H", "H", "H", "H", "H", "H", "C", "C", "O", "O", "H", "H", "H", "H", "H", "H", "C", "C", "O", "O", "H", "H", "H", "H", "H", "H", "C", "C", "O", "O", "H", "H", "H", "H", "H", "H", "C", "C", "O", "O", "H", "H", "H", "H", "H", "H", "C", "C", "O", "O", "H", "H", "H", "H", "H", "H"],
  "coordinates": [[10.871, 8.491, 6.426], [10.268, 7.207, 6.599], [10.292, 9.131, 5.764], [11.066, 8.986, 7.381], [11.890, 8.364, 6.060], [9.357, 7.352, 6.883], [11.889, 15.119, -1.680], [12.422, 13.843, -1.962], [11.109, 15.398, -2.398], [11.533, 15.215, -0.653], [12.598, 15.934, -1.842], [11.729, 13.194, -1.772], [13.614, 9.796, 3.645], [14.303, 10.852, 4.316], [14.217, 8.885, 3.647], [12.653, 9.560, 4.112], [13.453, 10.142, 2.628], [14.826, 10.505, 5.043], [4.903, 9.767, 5.937], [5.097, 8.728, 4.812], [6.152, 9.142, 3.789], [5.703, 10.327, 3.164], [6.440, 10.655, 1.995], [5.506, 7.432, 5.448], [4.199, 9.373, 6.666], [4.485, 10.675, 5.499], [5.883, 10.037, 6.332], [4.106, 8.604, 4.364], [6.108, 8.364, 3.017], [7.124, 9.280, 4.265], [7.489, 10.833, 2.226], [5.944, 11.442, 1.429], [6.358, 9.799, 1.307], [4.610, 7.013, 5.679], [5.850, 6.856, 4.678], [11.702, 12.124, 6.722], [11.438, 12.772, 5.402], [10.308, 13.800, 5.362], [9.128, 13.314, 6.008], [8.488, 12.247, 5.332], [12.699, 13.373, 4.880], [11.753, 12.877, 7.514], [12.589, 11.493, 6.753], [10.863, 11.482, 7.013], [11.258, 11.980, 4.656], [10.056, 14.141, 4.357], [10.690, 14.606, 5.992], [9.111, 11.350, 5.392], [8.211, 12.492, 4.305], [7.572, 12.075, 5.900], [13.293, 12.551, 4.764], [12.549, 13.702, 3.925], [9.959, 12.678, 1.448], [10.972, 11.533, 1.660], [10.319, 10.167, 1.625], [9.578, 9.959, 2.846], [9.582, 8.606, 3.198], [12.022, 11.678, 0.639], [9.282, 12.732, 2.300], [9.373, 12.518, 0.544], [10.537, 13.602, 1.444], [11.458, 11.700, 2.624], [11.092, 9.397, 1.553], [9.597, 10.115, 0.809], [9.065, 8.485, 4.153], [10.581, 8.202, 3.397], [9.039, 7.993, 2.471], [11.619, 11.438, -0.270], [12.627, 10.868, 0.786], [8.080, 8.299, -0.565], [8.661, 7.646, -1.799], [8.827, 6.136, -1.537], [9.699, 5.888, -0.439], [9.950, 4.511, -0.258], [7.851, 7.872, -2.986], [8.701, 8.092, 0.306], [7.105, 7.857, -0.346], [8.006, 9.380, -0.689], [9.666, 8.038, -1.971], [9.357, 5.678, -2.385], [7.823, 5.697, -1.490], [9.067, 3.938, 0.033], [10.688, 4.419, 0.538], [10.399, 4.045, -1.142], [7.813, 7.017, -3.533], [6.886, 8.090, -2.767], [5.104, 6.367, 1.342], [6.451, 5.821, 1.783], [6.327, 5.050, 2.979], [4.210, 5.374, 0.853], [5.196, 7.069, 0.516], [4.664, 6.830, 2.233], [7.136, 6.638, 2.031], [6.843, 5.254, 0.932], [7.163, 4.577, 3.053], [3.988, 4.799, 1.594], [6.949, 13.920, -1.376], [7.284, 15.080, -2.292], [6.234, 16.036, -2.346], [6.853, 14.245, 0.014], [7.740, 13.167, -1.433], [6.022, 13.455, -1.720], [7.362, 14.634, -3.285], [8.246, 15.545, -2.058], [6.186, 16.482, -1.495], [6.574, 15.162, 0.091], [11.831, 5.183, 4.457], [12.221, 4.534, 3.125], [13.601, 4.269, 2.967], [10.509, 5.642, 4.402], [12.519, 6.030, 4.608], [12.001, 4.537, 5.323], [11.930, 5.230, 2.332], [11.668, 3.602, 3.024], [14.138, 5.048, 3.136], [10.264, 6.194, 5.173], [14.894, 14.390, 0.407], [14.447, 14.129, 1.862], [13.018, 14.068, 1.901], [14.783, 13.259, -0.405], [15.939, 14.715, 0.477], [14.312, 15.260, 0.094], [14.742, 14.977, 2.483], [14.880, 13.205, 2.254], [12.787, 13.189, 1.551], [13.959, 13.346, -0.915], [12.852, 7.358, 0.184], [14.129, 8.082, -0.134], [13.994, 9.495, -0.047], [11.882, 7.585, -0.832], [12.453, 7.722, 1.142], [12.996, 6.285, 0.343], [14.458, 7.852, -1.153], [14.888, 7.677, 0.545], [14.837, 9.901, -0.273], [11.097, 7.030, -0.655], [11.763, 10.958, -4.003], [11.483, 10.577, -2.553], [10.574, 11.514, -1.946], [10.772, 10.579, -4.921], [12.760, 10.559, -4.235], [11.868, 12.042, -4.062], [12.409, 10.500, -1.986], [10.995, 9.599, -2.535], [9.720, 11.381, -2.371], [10.570, 9.643, -4.809]],
  "total_charge": 0,
  "homo_ev": -8.4,
  "homo_lumo_gap_ev": 8.6,
  "multiplicity": 1,
  "e_above_lowest_kj_mol": 0.00,
  "e_tot_ha": -2884.67324,
  "lumo_ev": 0.178
}

---

{
  "formula": "C32H102N36O20",
  "method": "ωB97M-V/def2-TZVPD",
  "species": ["C", "O", "C", "C", "N", "H", "H", "C", "C", "O", "C", "H", "H", "H", "H", "H", "H", "H", "H", "H", "H", "H", "H", "H", "H", "C", "C", "C", "C", "C", "C", "N", "O", "C", "C", "C", "H", "H", "H", "H", "H", "H", "H", "H", "H", "H", "H", "H", "H", "H", "H", "H", "H", "H", "C", "O", "N", "N", "H", "H", "H", "H", "C", "O", "N", "N", "H", "H", "H", "H", "C", "O", "N", "N", "H", "H", "H", "H", "C", "O", "N", "N", "H", "H", "H", "H", "C", "O", "N", "N", "H", "H", "H", "H", "C", "O", "N", "N", "H", "H", "H", "H", "C", "O", "N", "N", "H", "H", "H", "H", "C", "O", "N", "N", "H", "H", "H", "H", "C", "O", "N", "N", "H", "H", "H", "H", "C", "O", "N", "N", "H", "H", "H", "H", "C", "O", "N", "N", "H", "H", "H", "H", "C", "O", "N", "N", "H", "H", "H", "H", "C", "O", "N", "N", "H", "H", "H", "H", "C", "O", "N", "N", "H", "H", "H", "H", "C", "O", "N", "N", "H", "H", "H", "H", "C", "O", "N", "N", "H", "H", "H", "H", "C", "O", "N", "N", "H", "H", "H", "H"],
  "coordinates": [[-1.593, -1.708, 1.288], [-0.426, -1.023, 1.596], [0.712, -1.361, 0.866], [0.552, -1.211, -0.651], [0.578, 0.262, -1.058], [0.965, 0.251, -2.001], [-0.406, 0.503, -1.247], [1.293, 1.221, -0.158], [1.584, 2.569, -0.777], [0.453, 3.457, -0.869], [0.173, 4.161, 0.325], [-1.526, -2.776, 1.536], [-1.868, -1.535, 0.248], [-2.422, -1.404, 1.912], [0.943, -2.442, 0.997], [1.550, -0.718, 1.248], [-0.334, -1.601, -1.057], [1.368, -1.604, -1.251], [2.242, 0.703, 0.109], [0.738, 1.373, 0.814], [1.866, 2.451, -1.818], [2.394, 2.881, -0.098], [-0.828, 4.562, 0.178], [0.883, 4.940, 0.466], [0.012, 3.477, 1.156], [-0.102, -6.222, -0.339], [-0.104, -7.091, -1.592], [-1.498, -7.692, -1.951], [-2.434, -6.699, -2.460], [-1.944, -6.021, -3.756], [-0.606, -5.329, -3.415], [0.270, -6.369, -2.878], [1.728, -6.046, -2.876], [-0.700, -4.119, -2.485], [-0.087, -4.814, -4.757], [0.924, -8.268, -1.406], [0.936, -6.075, 0.060], [-0.740, -6.789, 0.340], [-0.569, -5.203, -0.397], [-1.880, -8.148, -1.045], [-1.341, -8.453, -2.751], [-2.695, -5.887, -1.773], [-3.419, -7.150, -2.635], [-2.778, -5.384, -4.085], [-1.817, -6.768, -4.543], [0.296, -3.955, -2.001], [-1.343, -4.398, -1.645], [-0.979, -3.191, -2.958], [-0.855, -4.176, -5.222], [0.047, -5.725, -5.445], [0.853, -4.229, -4.772], [0.405, -8.715, -0.447], [1.918, -7.794, -1.237], [1.010, -9.006, -2.185], [-1.293, 6.559, -2.383], [-0.106, 6.616, -2.118], [-1.803, 6.694, -3.650], [-2.182, 6.498, -1.392], [-1.176, 6.662, -4.369], [-2.716, 6.297, -3.810], [-3.180, 6.391, -1.557], [-1.883, 6.555, -0.452], [-3.060, 2.988, -3.586], [-3.947, 3.804, -3.853], [-2.047, 3.224, -2.691], [-3.004, 1.648, -4.174], [-1.972, 4.228, -2.558], [-1.171, 2.665, -2.705], [-2.093, 1.244, -4.260], [-3.759, 1.528, -4.866], [2.935, 1.382, -3.999], [1.765, 1.275, -3.569], [3.781, 0.380, -3.828], [3.359, 2.334, -4.854], [3.550, -0.388, -3.129], [4.719, 0.458, -4.014], [2.698, 3.090, -4.846], [4.352, 2.489, -4.977], [3.434, -1.637, 3.867], [3.086, -2.001, 4.974], [4.365, -2.415, 3.097], [3.195, -0.464, 3.225], [4.943, -2.893, 3.788], [4.908, -1.932, 2.399], [2.549, 0.227, 3.646], [3.813, -0.097, 2.483], [-3.987, -3.808, 3.065], [-3.739, -2.785, 3.648], [-4.771, -3.749, 1.978], [-3.452, -5.029, 3.433], [-5.349, -4.545, 1.683], [-5.390, -2.979, 1.851], [-3.760, -5.759, 2.751], [-2.759, -5.222, 4.144], [-1.661, 5.871, 2.387], [-1.287, 6.798, 1.680], [-2.662, 4.962, 2.191], [-1.067, 5.707, 3.673], [-2.841, 4.167, 2.774], [-3.195, 5.043, 1.317], [-0.187, 6.173, 3.857], [-1.066, 4.724, 3.948], [3.075, -2.766, -1.961], [3.432, -1.488, -1.600], [3.243, -3.746, -0.920], [2.434, -3.151, -3.084], [2.967, -4.724, -1.057], [4.155, -3.641, -0.485], [1.818, -5.248, -3.405], [2.528, -2.415, -3.773], [-2.750, 1.571, 2.992], [-3.494, 1.638, 1.967], [-1.460, 1.111, 3.138], [-3.174, 2.221, 4.166], [-1.030, 1.112, 4.048], [-0.916, 0.870, 2.308], [-2.789, 1.945, 5.033], [-4.222, 2.272, 4.129], [0.406, -4.608, 4.419], [-0.488, -3.862, 4.794], [1.556, -4.743, 5.177], [0.412, -5.271, 3.186], [1.619, -4.089, 5.941], [2.470, -5.011, 4.810], [1.132, -5.985, 3.050], [-0.391, -5.338, 2.528], [5.170, 0.982, 0.058], [4.984, 0.360, 1.138], [5.432, 0.405, -1.090], [5.308, 2.417, 0.122], [5.836, 1.002, -1.784], [4.698, -0.345, -1.319], [5.482, 2.802, 1.057], [5.485, 2.997, -0.694], [3.283, 5.474, -2.797], [4.492, 5.203, -2.923], [2.341, 5.368, -3.731], [2.720, 5.762, -1.602], [1.441, 5.732, -3.462], [2.645, 5.289, -4.712], [1.837, 6.243, -1.302], [3.505, 5.965, -0.989], [-1.140, -0.472, 5.768], [-1.554, 0.683, 5.890], [-1.864, -1.545, 5.539], [0.231, -0.710, 5.772], [-2.831, -1.376, 5.279], [-1.399, -2.258, 5.026], [0.726, 0.153, 5.575], [0.581, -1.578, 5.383], [7.798, 3.428, -2.991], [6.927, 2.739, -2.518], [7.646, 4.710, -3.276], [9.026, 2.927, -3.253], [8.289, 5.244, -3.859], [6.772, 5.113, -3.035], [9.791, 3.598, -3.314], [9.121, 2.025, -2.806], [-5.883, -0.095, 3.040], [-6.619, 0.830, 2.770], [-5.248, -0.794, 1.940], [-5.596, -0.435, 4.291], [-4.499, -1.285, 2.341], [-5.002, -0.112, 1.300], [-4.956, -1.151, 4.439], [-6.262, -0.145, 4.994], [-5.625, 4.048, -0.123], [-4.564, 4.682, -0.119], [-5.680, 2.853, 0.579], [-6.697, 4.402, -0.890], [-4.846, 2.656, 1.126], [-6.565, 2.485, 0.940], [-7.630, 4.111, -0.689], [-6.491, 5.068, -1.599], [-3.329, 0.140, -1.670], [-2.101, -0.115, -1.693], [-3.870, 0.860, -0.667], [-4.170, -0.579, -2.429], [-3.405, 1.190, 0.174], [-4.802, 1.243, -0.900], [-3.777, -1.337, -2.992], [-5.090, -0.206, -2.643], [2.654, 3.056, 3.250], [1.922, 2.072, 3.085], [2.198, 4.344, 2.871], [3.709, 3.012, 4.000], [2.844, 5.141, 2.915], [1.565, 4.348, 2.107], [4.061, 2.125, 4.387], [4.156, 3.912, 3.995]],
  "total_charge": 0,
  "homo_ev": -7.3,
  "homo_lumo_gap_ev": 7.6,
  "multiplicity": 1,
  "e_tot_ha": -4757.08738,
  "lumo_ev": 0.215
}

---

no.,molar mass (g/mol)
1,825.1
2,1311.4